49
Properties=species:S:1:pos:R:3:forces:R:3 method="wB97M-V/def2-TZVPD" charge=0 e_homo_ev=-10.3293
C 2.27797 0.57233 0.33154 0.45 -0.26 -0.03
C 2.62984 1.09719 -1.07625 -0.39 0.88 0.26
C 2.87593 2.64131 -0.99345 0.05 -0.12 -0.12
C 1.52987 0.88414 -2.15394 0.45 0.04 -0.06
C 0.79052 -0.48255 -2.19226 -0.11 0.54 -0.14
P -0.79347 -0.31644 -1.33384 0.41 -0.51 -0.03
C -1.81910 0.85620 -2.26149 -0.50 0.12 -0.01
C -2.90848 1.63268 -1.47898 0.14 0.26 -0.03
C -2.53184 2.19912 -0.11406 -1.76 0.53 1.77
N -1.15769 2.59137 0.06417 -0.52 -0.29 0.34
O -3.38566 2.31995 0.77615 2.12 -0.53 -2.06
C -1.65632 -1.90195 -1.16074 -0.18 0.10 0.31
C -1.92663 -2.12570 0.36114 -0.40 -0.25 0.02
N -2.79536 -3.30179 0.45780 0.21 0.23 0.14
N -2.54257 -0.89655 0.90364 0.46 0.05 -0.34
N -0.64218 -2.36596 0.97334 -0.14 0.39 0.11
H 1.78338 1.32905 0.94981 -0.03 -0.11 -0.19
H 3.19601 0.29264 0.86660 -0.34 0.13 -0.06
H 1.65590 -0.33070 0.34740 0.18 0.00 -0.08
H 3.58718 0.67576 -1.40961 -0.44 -0.34 -0.03
H 2.43838 3.06582 -0.08183 0.08 -0.14 -0.17
H 3.94524 2.87420 -0.98600 -0.18 0.02 0.03
H 2.41680 3.17374 -1.84104 0.27 -0.15 0.11
H 1.99321 1.02685 -3.14135 -0.12 0.06 0.24
H 0.81977 1.71719 -2.03636 0.01 -0.29 -0.02
H 0.56874 -0.73945 -3.23910 0.09 -0.20 0.32
H 1.37020 -1.27961 -1.71155 -0.17 0.06 -0.14
H -0.45734 0.13081 -0.06927 -0.12 0.16 0.01
H -2.33141 0.23184 -3.01104 0.19 0.18 0.11
H -1.18189 1.54886 -2.82103 0.06 -0.20 0.28
H -3.82619 1.04927 -1.35263 0.27 0.10 0.06
H -3.17202 2.50696 -2.09761 -0.05 -0.24 0.14
H -1.04153 3.58745 -0.11742 0.01 -0.13 -0.32
H -0.96622 2.48825 1.06197 0.01 0.13 -0.08
H -2.59719 -1.89062 -1.72593 0.25 0.01 -0.03
H -0.99151 -2.69636 -1.51015 -0.25 0.05 -0.08
H -3.71027 -3.11662 0.05568 0.11 -0.05 -0.06
H -2.94023 -3.51798 1.44126 0.05 -0.04 -0.08
H -3.53233 -1.01089 1.07063 0.03 -0.01 0.04
H -2.10014 -0.57702 1.75715 -0.10 -0.09 0.07
H -0.47598 -1.85582 1.83339 0.12 -0.17 0.11
H -0.45724 -3.34892 1.12606 0.08 0.06 -0.09
F 2.13835 -2.32532 2.48099 -0.58 0.64 -0.57
P 2.58999 -1.24928 3.65876 0.35 -0.08 0.32
F 2.46552 -2.55091 4.65312 0.66 -0.21 -0.41
F 2.37938 0.37360 3.41400 -0.18 -0.19 -0.80
F 3.68017 -0.79169 4.79392 -0.78 0.31 0.37
F 0.94677 -1.11854 3.92747 -0.04 0.14 0.52
F 3.86165 -1.07589 2.61091 0.26 -0.61 0.34

23
Properties=species:S:1:pos:R:3:forces:R:3 method="wB97M-V/def2-TZVPD" e_above_lowest_ev=1.7645 charge=0 smiles="CCC/C=C(/C)N.O" e_homo_ev=-7.8986
C -2.10210 -0.79964 0.08415 -0.80 0.69 0.68
C -0.82625 -1.42529 0.64126 -0.53 -0.56 0.50
C 0.04550 -1.94770 -0.48389 1.29 0.22 -1.48
N 2.21051 -0.18926 0.35818 0.84 0.10 0.38
C 1.82867 -0.21614 -0.97680 -0.99 0.51 -1.67
C 0.78666 -0.95205 -1.39633 -0.64 -0.16 1.46
C 2.55032 0.61751 -2.01924 0.76 -0.43 0.31
H -2.02694 0.28169 -0.08315 0.58 -0.26 -0.74
H -2.46024 -1.34143 -0.78870 0.08 0.23 -0.21
H -2.95530 -0.74696 0.77103 0.21 -0.69 0.35
H -0.38207 -0.74356 1.37045 0.42 0.15 -0.39
H -1.03355 -2.29882 1.27272 -0.42 0.04 -0.14
H -0.56214 -2.54141 -1.17404 -0.38 0.07 0.25
H 0.81785 -2.67486 -0.20795 -0.10 0.20 0.76
H 3.05345 0.31409 0.62428 -0.34 -0.12 -0.48
H 1.45648 0.05193 0.96819 -0.23 -0.11 0.35
H 0.34646 -0.79591 -2.37021 0.41 -0.01 -0.24
H 2.32733 0.24112 -3.01384 -0.05 -0.11 0.00
H 3.62428 0.45756 -1.85742 0.02 0.25 -0.17
H 2.36652 1.69264 -2.05139 -0.14 0.00 0.52
H -3.49092 3.73456 3.71736 0.35 -0.04 0.61
H -4.17153 3.81627 2.43145 -0.33 0.04 -0.64
O -3.28704 3.75523 2.78478 -0.01 -0.01 0.03

13
Properties=species:S:1:pos:R:3:forces:R:3 method="wB97M-V/def2-TZVPD" e_above_lowest_ev=0.5331 charge=+1 e_homo_ev=-14.8318
O -1.10050 -0.19885 2.27867 -0.22 0.22 -0.53
H -0.78317 0.59802 2.70487 0.34 0.16 0.41
H 0.73781 -0.97469 0.68178 -0.62 -0.36 0.32
H -2.01526 0.04793 2.08555 -0.05 -0.36 0.06
N 0.48880 -1.13233 -0.29254 -0.45 1.32 -0.75
C -0.19106 0.21942 -0.93411 1.07 -0.53 -0.22
N 0.81674 1.16863 -1.02497 -0.87 -0.08 0.32
H -0.08724 -1.94207 -0.51228 0.14 -0.27 0.65
H 1.36855 -1.17659 -0.79865 0.05 -0.36 -0.12
H -1.00640 0.57055 -0.31513 0.10 -0.37 0.35
H -0.59050 -0.19750 -1.85854 0.20 0.28 -0.16
H 1.56580 1.13216 -1.69048 -0.10 0.15 -0.13
H 0.79642 1.88532 -0.32416 0.40 0.20 -0.19

24
Properties=species:S:1:pos:R:3:forces:R:3 method="wB97M-V/def2-TZVPD" e_above_lowest_ev=3.4801 charge=0 e_homo_ev=-9.5752
C 0.79582 0.80852 1.62471 0.56 0.57 2.23
C 1.13923 1.59949 0.37921 1.16 -1.56 -0.81
C -0.66566 0.29774 1.70193 2.72 -2.19 -0.01
C 0.87481 0.75014 -0.85248 -0.77 0.38 -1.40
C -0.92131 -0.45212 0.44601 2.28 1.24 -0.73
C -0.91288 -0.36015 -2.12627 0.41 0.28 -1.22
N -0.61860 0.57869 -1.04896 0.86 -3.58 3.40
O 0.47401 -2.39608 1.69791 0.02 0.24 0.09
O -1.05203 -2.93918 -0.13012 -1.00 -0.86 -0.12
O 1.03036 -1.91884 -0.62236 2.35 -0.65 -1.15
S 0.02731 -2.14004 0.35494 -1.37 0.81 0.96
H 1.43066 -0.06943 1.85187 -0.11 0.18 -1.15
H 1.12645 1.40618 2.50395 -0.94 0.06 -0.29
H 0.55303 2.50025 0.21965 -0.05 0.33 0.52
H 2.22741 1.85933 0.32696 -0.91 -0.05 0.32
H -0.68255 -0.49466 2.49877 0.02 0.55 -0.68
H -1.39547 0.95302 1.98426 -1.85 2.25 0.35
H 1.08671 1.30253 -1.70808 1.01 1.49 -1.63
H 1.36049 -0.23675 -1.08334 -0.57 1.17 1.31
H -1.85146 -0.80174 0.25355 -3.13 -0.50 -0.47
H -0.29564 -1.26144 -1.90055 -0.57 0.76 -1.01
H -1.98483 -0.63632 -2.04216 0.63 0.29 -0.61
H -0.59958 0.23200 -3.07545 -0.80 -1.59 1.10
H -1.14628 1.41885 -1.25395 0.06 0.36 1.02

9
Properties=species:S:1:pos:R:3:forces:R:3 method="wB97M-V/def2-TZVPD" e_above_lowest_ev=1.5034 charge=0 e_homo_ev=-10.6882
C 1.11495 -0.87619 0.09683 4.16 1.30 1.55
N 1.94881 -0.11889 0.45857 0.30 0.05 0.22
O -0.48257 0.38554 1.41660 1.44 0.26 2.37
O -0.44986 0.89890 -1.08451 0.49 -0.63 1.38
O -2.62357 0.10074 0.02048 1.96 -0.98 -0.39
P -1.13853 0.13726 0.17896 -4.68 1.89 -2.79
S 0.22516 -2.07662 -0.38413 -1.63 -0.46 -0.56
H 2.43905 0.53326 1.12397 -1.37 -1.34 -1.37
H -1.03345 1.01598 -1.82678 -0.66 -0.10 -0.41

17
Properties=species:S:1:pos:R:3:forces:R:3 method="wB97M-V/def2-TZVPD" e_above_lowest_ev=2.0436 charge=0 smiles="N[C@H](CS)C(=O)O.O" e_homo_ev=-8.7521
O -0.83566 1.62056 -1.20159 0.97 -1.01 -1.58
C 0.14901 0.95642 -0.95218 -0.31 1.61 2.70
O 1.14864 0.50946 -1.70311 -0.64 -0.14 -3.79
C 0.49072 0.79389 0.57561 -0.74 0.15 1.25
C -0.83090 1.08285 1.39699 0.58 1.05 0.60
S -1.03003 0.11935 2.94764 -0.24 -0.60 0.35
N 1.11321 -0.43542 1.03450 0.58 -1.26 -0.17
H 0.98682 0.58283 -2.74894 0.17 0.04 3.40
H 1.20040 1.66059 0.89586 -0.92 -1.48 -1.01
H -1.75369 1.00833 0.77534 0.71 -0.43 0.75
H -0.83605 2.12285 1.78792 0.14 -0.48 -0.80
H 0.11143 0.26965 3.72137 -0.62 0.33 -1.20
H 2.00796 -0.50575 0.57330 0.10 -0.40 0.06
H 0.66760 -1.40812 1.10932 0.24 2.61 -0.56
H -0.11594 -4.37869 -4.11048 2.82 1.99 -0.64
H 0.01405 -2.95040 -4.56518 0.48 0.25 -0.10
O 0.63109 -3.66276 -4.34089 -3.31 -2.24 0.75

no.,largest force on an atom (hartree/bohr)
1,0.0584
2,0.0391
3,0.0308
4,0.0974
5,0.1122
6,0.0791